Run one
Below is an isolated molecule of C20H21N3O6, with properties calculated with wB97M-V/def2-TZVPD.

XYZ file:
```
50
Properties=species:S:1:pos:R:3:mulliken_charge:R:1
C 2.00 0.80 2.30 -1.8163
C 2.00 -0.35 1.36 0.5817
C 0.79 -0.91 0.96 -0.3383
C 0.73 -1.98 0.07 1.2142
C -0.57 -2.51 -0.43 0.1922
O -0.76 -2.81 -1.59 -0.6809
N -1.52 -2.67 0.53 -0.2111
C -2.87 -3.06 0.20 -0.5933
C -3.87 -1.92 0.34 0.4513
O -5.06 -2.07 0.34 -0.5841
O -3.25 -0.74 0.48 -0.1653
C -4.10 0.39 0.63 -0.5121
C -3.29 1.67 0.87 0.5071
O -3.80 2.65 1.36 -0.6841
N -2.00 1.59 0.49 0.2386
C -1.12 2.73 0.52 -0.5747
C -0.62 3.10 -0.88 -1.3387
C 0.33 2.05 -1.41 0.5964
C 1.69 2.16 -1.15 -0.4667
C 2.57 1.20 -1.63 -0.5692
C 2.10 0.12 -2.35 -0.2954
C 0.74 -0.01 -2.59 -0.7261
C -0.13 0.96 -2.12 -0.1929
C 1.91 -2.53 -0.43 -0.9069
C 3.12 -2.02 -0.03 -0.7395
C 3.17 -0.93 0.84 0.3706
N 4.48 -0.42 1.17 1.0516
O 4.58 0.72 1.57 -0.6037
O 5.42 -1.18 1.01 -0.6436
H 1.01 0.94 2.73 0.4428
H 2.71 0.65 3.11 0.4983
H 2.29 1.71 1.78 0.2510
H -0.13 -0.47 1.33 0.0696
H -1.33 -2.39 1.48 0.2733
H -2.86 -3.37 -0.85 0.2841
H -3.20 -3.90 0.81 0.3879
H -4.79 0.24 1.47 0.4204
H -4.71 0.53 -0.27 0.3245
H -1.67 0.77 0.00 -0.0393
H -0.26 2.52 1.17 0.1084
H -1.70 3.56 0.95 0.4754
H -0.11 4.06 -0.82 0.4483
H -1.47 3.20 -1.55 0.3849
H 2.07 3.01 -0.60 0.4242
H 3.63 1.31 -1.44 0.4386
H 2.78 -0.62 -2.73 0.4850
H 0.36 -0.85 -3.14 0.3353
H -1.19 0.87 -2.34 0.4196
H 1.85 -3.35 -1.13 0.4834
H 4.05 -2.43 -0.39 0.5233
```

Multiplicity: 1
LUMO level in eV: -0.83
SMILES: Cc1cc(C(=O)NCC(=O)OCC(=O)NCCc2ccccc2)ccc1[N+](=O)[O-]

Run two
Below is an isolated molecule of C20H21N3O6, with properties calculated with wB97M-V/def2-TZVPD.

XYZ file:
```
50
Properties=species:S:1:pos:R:3:mulliken_charge:R:1
O -5.62 -1.60 -1.67 -0.6873
C -5.27 -0.46 -1.41 0.6751
C -4.02 -0.22 -0.58 -0.6812
C -2.82 0.07 -1.50 -1.1978
C -1.57 0.23 -0.69 0.6033
C -0.83 -0.89 -0.32 -0.4894
C 0.30 -0.77 0.47 -0.3099
C 0.71 0.49 0.89 0.3211
O 1.80 0.66 1.73 -0.4436
C 2.98 0.09 1.44 0.4897
C 3.92 0.05 2.47 -0.5125
C 5.18 -0.48 2.24 -0.2079
N 6.14 -0.52 3.33 1.0538
O 7.22 -1.00 3.10 -0.6093
O 5.80 -0.05 4.39 -0.6223
C 5.54 -0.99 1.00 -0.4074
C 4.59 -0.94 -0.01 -0.6075
N 4.93 -1.45 -1.33 1.0742
O 4.07 -1.41 -2.17 -0.6247
O 6.05 -1.87 -1.48 -0.6195
C 3.33 -0.40 0.19 -0.0817
C -0.03 1.61 0.54 -1.0671
C -1.16 1.48 -0.24 -0.2223
N -5.94 0.61 -1.88 0.1309
C -5.70 2.00 -1.58 -0.5909
C -6.85 2.57 -0.76 -0.7145
C -8.17 2.39 -1.51 -0.6846
C -8.36 0.92 -1.86 -0.5940
C -7.15 0.41 -2.65 -0.9490
H -3.82 -1.15 -0.04 0.4871
H -4.15 0.58 0.15 0.2588
H -3.01 0.98 -2.08 0.4745
H -2.71 -0.76 -2.20 0.3777
H -1.15 -1.87 -0.64 0.4356
H 0.86 -1.65 0.76 0.5127
H 3.67 0.45 3.45 0.5551
H 6.52 -1.42 0.83 0.6007
H 2.64 -0.37 -0.64 0.7248
H 0.30 2.58 0.88 0.4500
H -1.72 2.36 -0.52 0.3622
H -4.76 2.13 -1.05 0.3516
H -5.63 2.55 -2.53 0.2324
H -6.67 3.63 -0.55 0.3571
H -6.91 2.04 0.20 0.2910
H -9.00 2.75 -0.90 0.3429
H -8.14 2.99 -2.43 0.2945
H -9.26 0.79 -2.46 0.3634
H -8.47 0.33 -0.95 0.2948
H -7.24 -0.66 -2.85 0.4547
H -7.07 0.95 -3.60 0.3547
```

Multiplicity: 1
LUMO level in eV: -1.11
SMILES: O=C(CCc1ccc(Oc2cc([N+](=O)[O-])cc([N+](=O)[O-])c2)cc1)N1CCCCC1

Which one sits at the bottom of the stability order? run two does.

Run one
Below is a cluster of 2 separate species, C3H9NO in total, with properties calculated with wB97M-V/def2-TZVPD.

XYZ file:
```
14
Properties=species:S:1:pos:R:3:mulliken_spin:R:1
O 1.89 -0.38 1.57 0.0113
C 2.46 -0.24 0.51 -0.0008
H 2.41 -1.07 -0.20 0.0008
H 3.02 0.67 0.28 -0.0015
C -0.59 -0.33 -1.22 0.0086
C -1.52 0.30 -0.17 0.0297
N -0.81 0.63 1.05 0.8540
H -1.04 -0.73 -2.12 -0.0020
H 0.03 -1.06 -0.70 -0.0013
H 0.08 0.43 -1.64 0.0028
H -2.38 -0.35 0.03 0.0829
H -1.86 1.26 -0.57 0.0336
H -0.22 -0.12 1.45 -0.0039
H -1.48 0.98 1.74 -0.0142
```

Net charge: +1
Multiplicity: 2
LUMO level (spin up / spin down) in eV: -3.40 / -8.95
Expectation value of S²: 0.75

Run two
Below is a cluster of 2 separate species, C3H9NO in total, with properties calculated with wB97M-V/def2-TZVPD.

XYZ file:
```
14
Properties=species:S:1:pos:R:3:mulliken_spin:R:1
C -0.13 -0.28 3.74 0.1540
C -0.51 0.28 2.59 0.1508
H 0.76 -0.90 3.73 0.0042
H -0.45 -0.03 4.74 0.0037
H 0.17 0.20 1.74 -0.0026
H -1.38 0.89 2.41 0.0041
N 0.97 -0.49 -2.37 0.3385
C -0.31 0.04 -2.61 0.0016
O -0.53 1.07 -1.60 0.2769
H 1.08 -1.48 -2.59 -0.0081
H 1.72 0.01 -2.81 -0.0019
H -1.16 -0.63 -2.44 0.0273
H -0.33 0.56 -3.58 0.0615
H 0.10 0.75 -0.95 -0.0099
```

Net charge: +1
Multiplicity: 2
LUMO level (spin up / spin down) in eV: -3.05 / -10.05
Expectation value of S²: 0.76

Which one sits at the bottom of the stability order? run two does.

Run one
Below is an isolated molecule of C4H8F2, with properties calculated with wB97M-V/def2-TZVPD.

XYZ file:
```
14
Properties=species:S:1:pos:R:3:mulliken_charge:R:1
C -1.62 -0.07 0.24 -1.1773
C -0.43 -0.91 -0.12 -0.5258
C 0.86 -0.30 0.28 1.0836
C 1.27 0.99 -0.32 -1.6907
F 1.80 -1.27 0.00 -0.3236
F 0.82 0.04 1.59 -0.2993
H -1.80 0.75 -0.44 0.3857
H -1.83 0.09 1.32 0.2982
H -2.48 -0.70 -0.08 0.3401
H -0.35 -0.99 -1.24 0.2572
H -0.28 -1.77 0.45 0.3549
H 1.18 1.04 -1.29 0.5446
H 2.34 1.36 -0.20 0.3246
H 0.51 1.75 -0.20 0.4277
```

Multiplicity: 1
LUMO level in eV: 0.99
SMILES: CCC(C)(F)F

Run two
Below is a cluster of 4 separate species, C4H8F2 in total, with properties calculated with wB97M-V/def2-TZVPD.

XYZ file:
```
14
Properties=species:S:1:pos:R:3:mulliken_charge:R:1
C 0.28 -1.00 0.97 -0.7497
C -0.61 -0.09 -0.05 0.1339
C -0.37 1.33 0.48 -1.2778
C 0.26 -0.13 -1.33 0.0914
H -1.12 -1.71 1.56 0.2161
H 1.31 -2.02 0.35 0.2560
H 1.11 -0.01 1.83 0.2260
H -1.55 -0.46 -0.49 0.4110
H -0.81 1.50 1.50 0.3475
H -0.73 2.27 -0.26 0.2634
H 0.68 1.41 0.72 0.3346
H 0.06 0.49 -2.35 0.2717
F 1.59 -0.20 -0.95 -0.2288
F -0.10 -1.38 -1.95 -0.2954
```

Multiplicity: 1
LUMO level in eV: 0.15

Which one sits at the bottom of the stability order? run two does.

Run one
Below is an isolated molecule of C7H6O, with properties calculated with wB97M-V/def2-TZVPD.

XYZ file:
```
14
Properties=species:S:1:pos:R:3:mulliken_charge:R:1
C -1.15 2.37 -0.32 -0.1275
C -0.50 1.27 -0.66 -0.7729
C -0.06 -0.28 -0.45 1.3895
C -1.45 -0.96 -0.26 -0.5624
C -2.38 -1.74 0.05 -0.2422
C 0.94 -0.05 0.88 -0.6630
C 2.00 -0.46 -0.19 -0.3370
O 0.96 -0.83 -1.22 -0.3982
H -1.82 3.40 0.03 0.3094
H -3.47 -2.34 -0.27 0.2861
H 1.03 -0.65 1.74 0.3662
H 0.65 1.16 1.12 0.2220
H 2.58 0.56 -0.41 0.2347
H 2.66 -1.45 -0.04 0.2952
```

Multiplicity: 1
LUMO level in eV: 0.73
SMILES: C#CC1(C#C)CCO1

Run two
Below is an isolated molecule of C7H6O, with properties calculated with wB97M-V/def2-TZVPD.

XYZ file:
```
14
Properties=species:S:1:pos:R:3:mulliken_charge:R:1
O -1.77 0.56 1.67 -0.6060
C -0.92 0.56 0.78 0.2349
C -1.00 -0.24 -0.55 -0.0269
C -0.23 -1.51 0.07 -0.6150
C 0.72 -0.86 0.85 -0.4749
C 0.47 0.79 0.71 -0.1379
C 0.94 1.04 -0.77 -0.3966
C -0.17 0.60 -1.42 -0.5375
H -2.05 -0.42 -0.54 0.4697
H -0.08 -2.46 -0.27 0.4790
H 1.39 -1.58 1.35 0.3504
H 0.88 1.28 1.50 0.6174
H 2.15 1.48 -0.88 0.2513
H -0.32 0.76 -2.49 0.3921
```

Multiplicity: 1
LUMO level in eV: 0.47
SMILES: O=C1[C@H]2C=C[C@@H]1C=C2

Run three
Below is a structure of composition C7H6O, with properties calculated with wB97M-V/def2-TZVPD.

XYZ file:
```
14
Properties=species:S:1:pos:R:3:mulliken_charge:R:1
C 0.09 0.58 -0.96 0.1762
C -0.91 0.29 -0.01 -0.3385
C 1.26 -0.01 -0.58 -0.2058
C -0.27 -0.31 1.08 0.1445
C 1.31 1.16 -1.52 -0.2120
C -2.18 -0.40 0.45 -0.2468
C 1.20 -0.52 0.82 -0.3856
O -1.44 -0.89 1.58 -0.4087
H 1.45 0.78 -2.54 0.1844
H 1.51 2.12 -1.10 0.2641
H -3.11 0.14 0.68 0.2851
H -2.22 -1.23 -0.30 0.2389
H 1.34 -1.63 0.81 0.2073
H 1.99 -0.07 1.58 0.2970
```

Multiplicity: 1
LUMO level in eV: 0.94

Which one sits at the bottom of the stability order? run one does.

Run one
Below is an isolated molecule of C7H6O, with properties calculated with wB97M-V/def2-TZVPD.

XYZ file:
```
14
Properties=species:S:1:pos:R:3:mulliken_charge:R:1
C -2.99 0.10 0.28 -0.1262
C -1.95 -0.51 0.02 -0.6099
C -0.44 -0.75 0.11 0.6162
C -0.03 -2.02 -0.15 -0.7381
C 0.59 0.46 0.12 0.7003
C 0.34 1.82 -0.26 -0.8782
C 2.14 0.25 0.28 -0.0796
O 2.87 -0.79 -0.06 -0.5068
H -3.95 0.76 -0.34 0.2632
H -0.71 -3.04 -0.20 0.2270
H 0.98 -2.25 -0.01 0.3804
H -0.65 2.31 -0.50 0.2803
H 1.19 2.36 -0.03 0.2715
H 2.61 1.30 0.74 0.1999
```

Multiplicity: 1
LUMO level in eV: -0.45
SMILES: C#CC(=C)C(=C)C=O

Run two
Below is a structure of composition C7H6O, with properties calculated with wB97M-V/def2-TZVPD.

XYZ file:
```
14
Properties=species:S:1:pos:R:3:mulliken_charge:R:1
C 0.50 0.93 0.50 0.4056
C 1.69 0.05 0.23 -1.4051
C 1.49 -1.12 -0.15 -0.1444
C 0.03 -1.27 -0.17 -0.4632
C -0.56 -0.10 0.05 0.1654
C -2.01 0.03 0.02 -1.2380
C -3.18 0.12 0.00 0.5951
H 1.30 1.59 -1.34 0.3994
H 0.44 1.42 1.55 0.2753
H 2.58 0.45 0.40 0.6802
H 2.19 -2.03 -0.25 0.3359
H -0.63 -1.99 -0.41 0.6108
H -4.35 -0.03 0.01 0.3750
O 0.48 1.96 -0.43 -0.5920
```

Multiplicity: 1
LUMO level in eV: 0.16

Which one sits at the bottom of the stability order? run one does.